{
  "formula": "C84H188N14O14",
  "method": "ωB97M-V/def2-TZVPD",
  "energy_ev": -139673.9885,
  "orbital_gap_ev": 8.3,
  "lumo_energy_ev": 0.10,
  "symbols": ["C", "C", "C", "C", "C", "C", "N", "O", "C", "C", "C", "H", "H", "H", "H", "H", "H", "H", "H", "H", "H", "H", "H", "H", "H", "H", "H", "H", "H", "H", "C", "C", "C", "C", "C", "C", "N", "O", "C", "C", "C", "H", "H", "H", "H", "H", "H", "H", "H", "H", "H", "H", "H", "H", "H", "H", "H", "H", "H", "H", "C", "C", "C", "C", "C", "C", "N", "O", "C", "C", "C", "H", "H", "H", "H", "H", "H", "H", "H", "H", "H", "H", "H", "H", "H", "H", "H", "H", "H", "H", "C", "C", "C", "C", "C", "C", "N", "O", "C", "C", "C", "H", "H", "H", "H", "H", "H", "H", "H", "H", "H", "H", "H", "H", "H", "H", "H", "H", "H", "H", "C", "C", "C", "C", "C", "C", "N", "O", "C", "C", "C", "H", "H", "H", "H", "H", "H", "H", "H", "H", "H", "H", "H", "H", "H", "H", "H", "H", "H", "H", "C", "C", "C", "C", "C", "C", "N", "O", "C", "C", "C", "H", "H", "H", "H", "H", "H", "H", "H", "H", "H", "H", "H", "H", "H", "H", "H", "H", "H", "H", "C", "C", "C", "C", "C", "C", "N", "O", "C", "C", "C", "H", "H", "H", "H", "H", "H", "H", "H", "H", "H", "H", "H", "H", "H", "H", "H", "H", "H", "H", "C", "C", "C", "C", "C", "C", "N", "O", "C", "C", "C", "H", "H", "H", "H", "H", "H", "H", "H", "H", "H", "H", "H", "H", "H", "H", "H", "H", "H", "H", "C", "O", "N", "N", "H", "H", "H", "H", "C", "O", "N", "N", "H", "H", "H", "H", "C", "O", "N", "N", "H", "H", "H", "H", "C", "C", "C", "O", "H", "H", "H", "H", "H", "H", "H", "H", "C", "C", "C", "O", "H", "H", "H", "H", "H", "H", "H", "H", "C", "C", "C", "O", "H", "H", "H", "H", "H", "H", "H", "H"],
  "xyz": [[-3.334556, -4.055029, 3.714115], [-3.362260, -2.608045, 4.102641], [-2.163350, -1.905076, 3.395451], [-2.418523, -0.410186, 3.285109], [-3.744851, -0.014205, 2.648246], [-4.871285, -0.555494, 3.570980], [-4.653105, -2.038547, 3.668922], [-5.838982, -2.605312, 4.220651], [-4.889762, 0.217461, 4.924051], [-6.208067, -0.265230, 2.954279], [-3.237609, -2.592828, 5.609262], [-3.969950, -4.711733, 4.271617], [-2.330970, -4.522640, 4.018800], [-3.487696, -4.173778, 2.592338], [-1.257064, -2.029075, 3.958572], [-2.108150, -2.365232, 2.402573], [-1.497574, -0.078118, 2.814915], [-2.356078, 0.024112, 4.251815], [-3.753775, -0.521524, 1.703811], [-3.783424, 1.064779, 2.483910], [-3.877532, 0.488121, 5.258760], [-5.419434, 1.175259, 4.890540], [-5.369501, -0.309494, 5.747517], [-6.196982, 0.718822, 2.437594], [-6.493471, -1.028511, 2.249534], [-6.931950, -0.217797, 3.710776], [-3.156229, -1.630867, 6.138385], [-2.386461, -3.212418, 5.956754], [-4.119954, -3.068037, 6.098732], [-6.326416, -3.176558, 3.590924], [-1.505220, -2.976541, -7.868243], [-1.471235, -4.104725, -6.886505], [-2.340721, -5.291893, -7.380958], [-2.053883, -6.580102, -6.698531], [-0.529308, -6.905179, -6.781400], [0.262153, -5.771411, -6.091989], [-0.063628, -4.601903, -6.889794], [0.743565, -3.524345, -6.331708], [0.026390, -5.800099, -4.552418], [1.783620, -6.052748, -6.305941], [-1.965300, -3.518105, -5.471744], [-1.164794, -3.326879, -8.806519], [-0.979451, -2.113811, -7.521078], [-2.530034, -2.623779, -8.057907], [-3.437801, -5.037591, -7.364024], [-1.976093, -5.461361, -8.403863], [-2.636208, -7.296849, -7.329474], [-2.316296, -6.638278, -5.656745], [-0.224821, -6.935067, -7.818915], [-0.383979, -7.876991, -6.397816], [-1.020900, -5.715335, -4.164095], [0.525876, -6.719650, -4.195024], [0.575921, -4.893510, -4.115653], [2.398920, -5.416313, -5.619564], [2.002394, -7.071483, -6.069701], [2.059135, -5.799287, -7.333674], [-2.832561, -2.896497, -5.725455], [-1.186907, -2.962668, -4.989089], [-2.275208, -4.367420, -4.822958], [1.254091, -3.201906, -7.074080], [-0.568012, 1.501549, 0.709418], [0.614911, 0.864829, 0.149296], [1.163399, -0.340678, 0.978541], [2.187715, -1.191401, 0.236638], [1.461123, -1.658370, -1.014572], [0.997451, -0.612014, -1.995737], [0.095162, 0.221787, -1.170516], [-0.464880, 1.256695, -1.956296], [2.241543, 0.033049, -2.666982], [0.145190, -1.248396, -3.080439], [1.658634, 1.974183, -0.148353], [-1.441621, 0.875213, 0.585219], [-0.794977, 2.525319, 0.369778], [-0.391274, 1.635887, 1.786878], [1.601790, -0.049611, 1.928038], [0.302119, -0.895891, 1.398432], [2.506622, -2.060546, 0.847170], [3.051269, -0.535529, 0.063736], [0.599428, -2.241908, -0.684808], [2.047569, -2.389697, -1.560774], [3.091587, 0.275135, -2.034943], [2.714202, -0.617054, -3.404762], [1.920290, 0.917132, -3.254986], [-0.681031, -1.803750, -2.608517], [-0.253999, -0.424042, -3.723159], [0.643886, -1.900968, -3.747155], [1.656978, 2.657525, 0.721145], [1.502341, 2.565023, -1.013327], [2.671398, 1.625270, -0.160453], [0.185208, 1.939641, -2.148842], [8.845409, 0.799312, -1.311991], [7.453522, 1.335627, -1.071708], [6.477258, 0.259109, -1.485467], [6.283750, -0.872677, -0.536722], [5.876314, -0.290934, 0.873992], [6.888203, 0.723598, 1.433860], [7.129853, 1.744210, 0.316183], [8.195621, 2.645878, 0.808931], [6.243741, 1.399995, 2.644188], [8.195100, 0.017915, 1.921950], [7.255001, 2.584656, -1.967829], [8.985975, 0.888817, -2.345416], [9.005286, -0.221476, -1.044385], [9.640297, 1.285983, -0.789796], [5.525042, 0.800576, -1.552374], [6.816488, -0.136387, -2.405909], [7.174621, -1.430447, -0.412236], [5.549224, -1.598515, -0.834310], [5.868487, -1.127570, 1.605269], [4.915135, 0.157769, 0.821744], [6.343317, 0.657663, 3.394143], [6.651785, 2.306726, 3.011792], [5.185036, 1.702899, 2.390692], [8.900743, 0.771999, 2.193510], [7.967279, -0.574031, 2.828072], [8.520737, -0.609142, 1.071976], [6.345655, 3.074232, -1.693569], [7.284872, 2.303693, -3.010039], [8.015325, 3.286836, -1.759211], [7.839752, 3.517065, 0.693247], [-0.582542, 6.403488, 0.461117], [-0.519455, 6.746220, -1.027703], [-0.491208, 5.484182, -1.919167], [-1.811328, 4.753588, -2.062313], [-2.767177, 5.845820, -2.603088], [-2.959133, 6.992101, -1.600689], [-1.624451, 7.602584, -1.478584], [-1.656433, 8.768408, -0.682589], [-3.976726, 8.040607, -2.224713], [-3.593201, 6.494960, -0.278453], [0.781656, 7.589752, -1.223822], [0.009710, 7.086539, 1.047234], [-0.096556, 5.457220, 0.700812], [-1.566713, 6.386885, 0.974225], [-0.114771, 5.677934, -2.923166], [0.294269, 4.778951, -1.601951], [-2.067739, 4.315238, -1.094812], [-1.790593, 3.953057, -2.848312], [-3.785348, 5.468056, -2.761587], [-2.387591, 6.065212, -3.594240], [-4.073806, 8.903409, -1.551067], [-3.468658, 8.198579, -3.230913], [-4.935133, 7.631724, -2.494011], [-3.576678, 7.277095, 0.438135], [-4.615232, 6.273772, -0.489167], [-3.264950, 5.636590, 0.207256], [0.754535, 8.534752, -0.673418], [0.844719, 7.922433, -2.263812], [1.661703, 7.078942, -0.803735], [-1.929305, 8.552971, 0.193769], [0.105022, -6.266178, 2.142914], [1.088476, -5.567353, 2.952255], [1.302155, -6.264876, 4.282187], [2.537292, -5.724050, 5.045326], [3.758615, -5.994657, 4.222057], [3.599700, -5.335106, 2.857903], [2.373755, -5.662861, 2.252239], [2.344915, -5.091890, 0.937161], [3.819359, -3.828686, 2.962317], [4.690596, -5.921347, 1.918067], [0.670947, -4.097846, 3.090724], [-0.833966, -6.199552, 2.682028], [0.312322, -7.258598, 1.733819], [-0.002338, -5.591188, 1.264584], [0.453617, -6.425625, 4.942978], [1.491652, -7.321948, 4.106480], [2.757925, -6.134172, 6.051706], [2.429365, -4.641657, 5.226987], [3.680348, -7.095400, 4.082780], [4.764456, -5.800688, 4.670920], [3.465603, -3.276803, 2.101107], [3.207893, -3.410948, 3.773135], [4.873954, -3.559099, 3.145219], [4.734806, -5.338297, 0.978535], [5.707028, -6.032867, 2.397402], [4.420454, -6.924564, 1.571631], [1.331906, -3.412659, 3.550616], [-0.266332, -4.034853, 3.688486], [0.385047, -3.658017, 2.123891], [1.741231, -4.341149, 1.015317], [-5.298200, 3.847933, -7.503126], [-4.432231, 3.234736, -6.416974], [-5.083882, 1.870396, -6.169550], [-4.147282, 0.922203, -5.433986], [-2.886292, 0.752251, -6.252720], [-2.202921, 2.052479, -6.406891], [-3.129507, 2.997862, -7.040328], [-2.478555, 4.286140, -7.165253], [-1.690808, 2.551453, -5.036630], [-1.068634, 1.898860, -7.519240], [-4.426658, 4.123965, -5.207141], [-6.319013, 3.497121, -7.300739], [-5.066777, 3.340044, -8.446185], [-5.243200, 4.919215, -7.554661], [-6.002779, 2.018800, -5.649729], [-5.451248, 1.421140, -7.087333], [-4.548732, -0.061341, -5.217121], [-3.872734, 1.209219, -4.448262], [-3.187516, 0.373631, -7.255881], [-2.225024, 0.007564, -5.876781], [-0.667921, 2.274144, -4.958941], [-1.683400, 3.605411, -5.108498], [-2.215099, 2.138598, -4.148385], [-1.314700, 1.415940, -8.406224], [-0.647470, 2.822304, -7.854982], [-0.200288, 1.408441, -7.059498], [-5.448342, 4.439416, -4.939340], [-3.922276, 5.034804, -5.377958], [-3.970833, 3.607353, -4.305731], [-2.646233, 4.495633, -8.084184], [3.218587, 1.161563, 5.306122], [2.173856, 0.604219, 6.248307], [2.557485, 0.808485, 7.681753], [1.471737, 0.571774, 8.699008], [0.339793, 1.562005, 8.303508], [-0.250753, 1.379535, 6.892492], [0.948116, 1.449367, 5.972413], [0.290394, 1.192024, 4.642157], [-0.956846, 0.086626, 6.883009], [-0.982181, 2.652012, 6.486939], [2.115806, -0.945195, 6.027150], [3.310022, 2.222565, 5.314247], [3.000586, 0.907853, 4.251094], [4.219930, 0.689873, 5.466009], [3.339163, 0.043094, 7.800501], [3.136765, 1.705540, 7.841961], [1.895276, 0.812686, 9.664502], [1.219722, -0.484539, 8.709810], [0.852906, 2.519154, 8.293004], [-0.402666, 1.646475, 9.134502], [-0.459281, -0.704844, 7.416286], [-1.951642, 0.317913, 7.377404], [-1.121560, -0.271012, 5.838755], [-1.823128, 2.692166, 7.151986], [-0.261716, 3.358346, 6.753002], [-1.272124, 2.707179, 5.493227], [1.543807, -1.027035, 5.080882], [1.663309, -1.470546, 6.854033], [3.132862, -1.283251, 5.936387], [0.328784, 2.114435, 4.361616], [-3.274261, -1.988877, -0.283677], [-2.426911, -2.806729, -0.013675], [-4.574267, -2.211805, 0.049693], [-2.941604, -0.788699, -0.823850], [-4.724672, -2.896646, 0.799489], [-5.146160, -1.391796, 0.101804], [-1.972128, -0.503410, -0.810893], [-3.589231, -0.018710, -0.760702], [-2.553753, -5.797678, -2.132929], [-2.492068, -6.874419, -2.658242], [-1.684440, -5.377269, -1.110142], [-3.505643, -4.854162, -2.434798], [-1.913043, -4.551989, -0.555727], [-0.857993, -5.963172, -0.899314], [-3.587122, -3.961271, -1.948949], [-4.406268, -5.276445, -2.657180], [-5.299263, 2.235253, -0.471622], [-5.183133, 1.029853, -0.464369], [-4.466433, 3.025012, -1.116365], [-6.164146, 2.857223, 0.377673], [-4.439444, 4.047864, -1.131845], [-3.818933, 2.701200, -1.776605], [-6.878669, 2.211366, 0.608292], [-6.462116, 3.783409, 0.175234], [1.058273, 5.160031, 4.784763], [1.391578, 4.857669, 3.319411], [2.881848, 4.342797, 3.258426], [0.470847, 3.861279, 2.920073], [0.041249, 5.494281, 4.795989], [1.689483, 5.952751, 5.179324], [1.143335, 4.176837, 5.200482], [1.187986, 5.762443, 2.747789], [3.307263, 4.613564, 2.339602], [2.931995, 3.232017, 3.302120], [3.475275, 4.982468, 3.931371], [-0.393946, 4.323430, 2.981472], [4.291454, -5.203896, -3.424845], [5.244061, -4.383131, -2.636426], [6.742738, -4.674926, -2.990070], [5.073792, -2.936746, -2.883109], [3.245631, -4.902277, -3.234505], [4.264135, -6.216400, -3.000510], [4.522718, -5.118079, -4.479106], [5.186403, -4.567739, -1.528578], [7.266604, -3.826588, -2.586028], [6.880168, -4.568000, -4.083983], [7.086125, -5.619039, -2.599656], [4.213258, -2.588881, -2.534057], [-4.195554, 4.915518, 4.741645], [-3.176590, 4.467175, 3.651046], [-3.839863, 4.053371, 2.349980], [-2.252685, 5.463593, 3.227045], [-4.866190, 4.152039, 5.036747], [-4.781925, 5.658089, 4.244669], [-3.783921, 5.437382, 5.618244], [-2.494091, 3.705375, 4.023984], [-4.637360, 4.735019, 1.995937], [-4.252460, 3.089759, 2.655738], [-3.109188, 3.999537, 1.468830], [-1.922507, 5.895999, 3.998027]],
  "atomic_forces_ev_per_a": [[1.77, -1.59, -1.34], [-0.21, -0.12, 1.12], [-2.58, 0.28, -0.14], [1.00, -0.22, -0.48], [0.98, -0.83, 1.06], [0.80, 0.37, 0.33], [-0.86, 1.20, -2.16], [0.29, -0.45, 1.08], [0.90, 0.26, 0.46], [0.27, 0.45, -1.36], [-0.11, -0.37, 2.17], [-1.12, -0.03, 0.18], [-0.99, 0.91, -0.84], [0.25, -0.05, 1.36], [0.40, -0.47, 0.25], [0.39, 0.20, 0.03], [-0.25, 0.73, -0.58], [0.08, 0.36, 0.99], [-0.55, -0.03, -0.63], [-0.28, -0.09, 0.13], [-0.26, -0.24, 0.04], [-0.08, -0.07, -0.55], [-0.03, -0.44, -0.18], [0.13, -0.56, 0.28], [-0.13, -0.23, -0.46], [-1.28, -0.06, 0.95], [0.15, -0.01, -0.66], [-0.17, 0.36, -0.32], [0.36, 0.21, -0.60], [1.09, 0.60, -0.07], [-1.51, 0.33, -0.12], [-0.33, -0.06, 1.82], [0.13, 1.58, -0.13], [0.67, -1.41, -0.94], [-1.44, 1.51, -0.32], [0.51, -1.85, 0.10], [0.04, 1.29, 0.75], [-0.35, -0.14, 0.11], [0.43, 1.74, 0.38], [-0.26, 1.60, 0.58], [-0.45, -2.04, -1.47], [0.76, -0.15, -1.10], [0.65, 0.48, 0.14], [0.02, -0.24, 0.25], [1.08, -0.07, -0.13], [-0.59, 0.24, -0.18], [0.43, -0.10, 1.02], [-0.61, -0.01, 0.37], [0.11, 0.04, -0.45], [0.54, -1.00, 0.89], [1.08, -0.50, -0.66], [-0.45, 0.44, 0.09], [-0.59, -1.26, -0.44], [-0.54, -0.46, -0.61], [0.15, -0.77, -0.02], [0.00, -0.26, 0.07], [0.13, -0.02, 0.42], [0.33, 0.41, 0.16], [0.01, 0.87, -0.33], [0.12, -0.04, -0.29], [-1.42, 1.10, 2.14], [1.64, -1.23, -2.83], [-0.48, 0.53, 1.12], [-0.97, 0.40, 0.00], [0.62, -1.54, -0.04], [0.90, -0.18, 0.37], [0.65, 1.03, 0.31], [-0.90, -0.14, -0.21], [-0.42, 0.74, -0.52], [-1.46, 1.30, 0.16], [0.29, -0.53, 2.37], [-0.27, -0.04, 0.10], [0.21, -0.46, -0.35], [-0.14, -0.07, -0.07], [0.31, 0.95, 0.14], [0.05, -0.24, -0.87], [-0.12, 0.57, -0.32], [0.00, -0.48, -0.25], [-0.29, 0.07, 0.08], [0.40, -0.19, -0.30], [-0.29, 0.39, 0.49], [-0.49, -0.42, -0.11], [0.33, -0.19, 0.38], [0.09, 0.28, -0.26], [-0.01, -0.69, 0.52], [0.96, -0.79, -0.44], [-0.24, -0.08, -0.36], [-0.39, 0.50, -0.92], [0.62, -0.48, -0.33], [0.49, 0.03, 0.04], [0.21, 0.00, 0.99], [0.38, 0.14, 0.83], [-1.27, 0.82, 0.50], [-0.60, 1.03, 2.43], [1.84, -1.46, -0.34], [0.69, 0.74, -1.02], [0.24, 0.42, 1.48], [-0.31, -1.54, -0.40], [-1.54, 0.35, -1.67], [-1.45, -0.32, -0.91], [-0.10, -1.21, 0.78], [0.65, 0.01, -1.63], [-0.38, -0.99, 0.12], [0.34, 0.95, 0.26], [-0.19, -0.34, -0.58], [-0.05, -0.14, -1.38], [1.14, -0.64, 0.09], [-0.44, -0.08, -0.44], [-0.37, 0.40, -0.32], [-0.94, 0.41, -0.03], [-0.68, -0.52, 1.12], [1.12, 0.76, 0.08], [0.80, -0.75, 0.46], [0.70, 0.36, -0.03], [0.15, 0.00, -0.61], [0.36, 0.14, 0.81], [-0.92, 0.12, -0.10], [-0.11, 0.02, -0.32], [1.15, 0.75, 0.04], [-0.51, 0.61, -0.09], [-0.41, -0.51, 1.18], [0.73, 0.31, -0.09], [1.23, -0.88, -0.32], [-0.36, 0.45, -0.82], [-1.10, -1.40, 1.25], [-0.34, 0.15, -0.46], [-0.44, 0.33, -0.06], [0.17, 0.70, -1.36], [2.67, -0.60, -0.92], [-0.35, 0.82, -1.47], [-0.37, 0.09, 0.08], [0.21, 0.69, 0.11], [-0.15, -0.35, -0.32], [0.59, -0.10, -0.65], [-0.23, 0.77, -0.21], [-0.18, 0.28, 0.65], [-0.37, -0.01, -0.10], [0.35, 0.48, 0.91], [0.06, -0.27, -0.13], [0.04, 0.85, -0.04], [0.10, -0.07, -0.69], [-0.72, 0.89, 1.25], [-0.43, -0.50, 0.40], [-0.17, 0.85, 0.77], [-1.13, 0.13, -0.21], [1.27, -1.46, 0.48], [-0.45, -0.24, 0.18], [0.44, -0.54, -0.03], [-0.18, -0.18, -0.69], [-0.35, -0.61, 1.34], [-1.92, 0.67, -2.10], [2.17, 0.91, 0.93], [1.14, -0.85, 1.46], [-0.09, 0.86, 1.22], [-0.10, -1.20, -0.58], [2.89, 0.39, -0.41], [-0.98, -1.45, -0.91], [-0.55, -0.20, 0.48], [0.11, 0.84, 0.98], [0.79, -0.18, -0.36], [-2.29, -0.13, 0.21], [-0.43, -0.43, -0.12], [0.27, 0.09, 0.64], [-0.45, -0.77, 0.19], [-0.60, 1.12, -0.11], [0.44, -0.22, -0.62], [-0.85, -0.17, -0.43], [-0.12, -0.22, -0.04], [0.59, 0.41, -0.25], [-0.97, 0.24, -0.26], [0.25, -0.19, -0.47], [0.52, -0.07, 0.10], [-0.38, -0.18, -0.08], [0.33, -0.05, 0.62], [-1.02, 0.54, -0.41], [-0.21, 0.02, 0.35], [0.94, 0.30, 0.52], [0.50, -0.14, -0.40], [0.03, -0.11, 0.04], [0.12, 0.28, -0.21], [-0.83, -0.92, -0.21], [-0.51, -0.50, -1.07], [0.68, -0.53, 0.75], [-0.06, -1.08, -0.49], [-1.52, -0.68, -1.29], [1.47, 1.01, -1.55], [-0.06, 0.25, 0.01], [-0.22, -0.52, 0.30], [0.00, -0.96, -0.59], [1.04, 0.59, 3.14], [-0.50, -1.08, 2.04], [-0.11, 0.75, 0.03], [0.23, 0.48, -0.01], [-0.01, 0.49, -0.23], [-0.66, 0.34, 0.88], [0.54, -0.11, -0.49], [-0.60, -0.26, -0.43], [0.01, 0.93, 0.92], [0.16, 0.25, 0.40], [0.67, -0.52, 0.66], [1.04, -0.44, 0.30], [-0.17, 1.28, 0.48], [0.25, 0.47, -0.73], [-1.12, -1.30, -1.24], [-0.05, 1.03, 0.16], [-0.21, -0.35, -0.11], [0.12, -0.42, -0.06], [0.92, 0.89, -0.29], [-0.56, 0.66, -0.96], [0.11, 0.11, -0.29], [1.13, -1.41, -1.09], [-1.00, -0.03, -0.96], [1.75, -1.03, 0.30], [-0.33, 0.86, -0.96], [0.21, 0.18, 1.40], [2.92, 0.22, 0.26], [-0.96, -1.14, -0.20], [1.80, 0.10, 1.20], [-2.54, -0.33, -1.11], [-0.45, -1.90, 2.48], [-1.19, 1.63, -1.07], [0.03, 0.86, 0.47], [-0.24, -0.05, 0.40], [-0.65, 0.44, 0.20], [0.00, 0.03, 0.29], [-0.37, 0.84, 0.07], [-0.24, 0.11, 0.42], [-0.42, -0.04, 0.06], [0.03, 0.42, 0.10], [0.07, -0.23, -0.90], [0.18, -0.14, 0.32], [0.83, -0.79, -0.56], [-0.11, 0.26, 0.84], [-0.79, 0.57, 0.22], [0.65, 1.77, 0.12], [-0.55, -0.03, -1.73], [0.35, -0.73, 0.44], [-0.40, -0.17, 0.04], [0.36, -0.28, -0.31], [-0.03, -0.07, -0.89], [0.13, 1.54, 0.69], [1.53, -1.77, 0.13], [-0.80, -0.40, 0.06], [-0.50, 0.30, -0.21], [0.30, 0.56, -0.61], [-0.43, 0.28, -0.01], [0.36, -0.51, -0.21], [-0.41, -0.02, -0.12], [1.15, 1.55, 2.70], [-0.03, -1.08, -0.76], [0.19, -0.89, -0.84], [-1.35, 0.22, -0.36], [0.28, -0.26, -0.25], [-1.14, 0.71, -0.28], [0.37, -0.67, 0.03], [0.49, 0.30, -0.19], [0.33, 0.19, 1.31], [-0.30, -1.54, -0.37], [1.04, 3.01, -1.18], [-0.20, -0.15, 0.00], [-0.65, -0.68, 0.52], [0.79, -1.21, -0.69], [-0.86, -0.28, 0.55], [-0.24, 0.57, -0.16], [0.45, 0.21, -1.43], [1.10, 0.08, 1.29], [-1.69, 0.56, -0.03], [-0.65, -0.05, -0.39], [-0.77, 0.18, 0.42], [0.14, -0.28, 0.37], [0.18, -0.21, 1.23], [0.54, 0.06, -0.45], [0.45, 0.15, -1.80], [0.09, 0.90, 0.68], [-0.17, -1.01, 0.45], [0.26, -0.57, -0.30], [-1.35, -0.25, 0.93], [1.50, 1.07, 1.08], [-1.60, 1.30, -0.86], [-0.66, -0.47, 0.36], [0.32, 0.32, -0.30], [0.49, -0.12, -0.67], [-0.09, -0.39, -0.20], [-0.41, 0.17, -0.84], [0.62, 0.06, 0.50], [-0.07, -0.49, 0.43], [0.11, -0.24, 0.01], [1.02, -0.92, -0.43], [1.38, 1.07, -1.11], [0.34, 0.26, -0.12], [0.26, -0.50, -0.25], [-0.04, 0.91, -0.33], [-0.41, -1.03, 0.36], [-0.68, 0.66, -0.29], [0.30, -0.55, -0.19], [-0.59, -0.81, 0.14], [0.27, -0.25, 0.61], [-0.36, -0.16, -1.04], [-0.78, -0.44, 1.53], [0.46, 0.71, 0.86]],
  "mulliken_charge": [-1.162, 1.362, 0.053, 0.918, 0.626, 1.423, 1.178, -0.611, -1.231, -1.948, -1.848, 0.615, 0.031, 0.065, 0.891, -0.476, -0.121, -1.447, -0.338, -0.396, -0.257, 0.500, 0.324, 0.028, 0.444, 0.524, 0.037, 0.423, 0.396, 0.310, -2.434, 2.279, -1.281, -0.350, -1.651, 1.931, -0.161, -0.294, -0.060, -2.172, -1.559, 0.530, 0.598, 0.388, 0.273, 0.370, 0.379, 0.266, 0.455, 0.461, -0.904, 0.591, -0.182, 0.224, 0.514, 0.497, 0.610, 0.131, 0.231, 0.287, 0.470, 2.805, -0.171, 1.580, -1.378, 2.833, 0.167, 0.907, -1.459, -2.431, -0.569, -0.693, -0.307, -0.783, 0.179, -0.566, -1.086, -0.772, -0.141, 0.523, -0.254, 0.472, 0.222, 0.082, -0.066, 0.935, -0.386, 0.208, -0.456, -0.116, -2.121, 2.169, -1.109, -0.726, -0.168, 1.691, 0.160, -0.540, -2.077, -1.702, -2.185, 0.516, 0.364, 0.435, -0.122, 0.693, 0.610, 0.266, 0.318, -0.330, 0.416, 0.597, 0.203, 0.405, 0.431, 0.332, 0.448, 0.415, 0.540, 0.331, -0.900, 2.378, -1.555, 2.617, -1.632, 1.767, 0.108, -0.538, -1.934, -1.317, -1.955, 0.608, -0.351, -0.216, 0.520, 0.039, -0.523, -1.491, 0.353, 0.713, 0.368, 0.437, 0.320, 0.603, 0.584, -0.403, 0.443, 0.482, 0.261, 0.394, -1.566, 1.847, -1.783, 0.081, -1.591, 2.316, 0.017, -0.213, -0.650, -1.628, 0.101, 0.303, 0.499, -0.105, 0.428, 0.428, 0.394, -0.212, 0.270, 0.448, -0.169, -0.640, 0.705, -0.005, 0.357, 0.478, -0.707, 0.116, 0.037, 0.304, -2.043, 2.272, -1.841, -0.198, -1.573, 2.052, -0.008, -0.483, -1.184, -2.051, -1.653, 0.403, 0.492, 0.418, 0.638, 0.502, 0.454, -0.117, 0.316, 0.223, 0.526, 0.798, -0.506, 0.450, 0.491, 0.325, 0.619, 0.574, -0.206, 0.395, -2.026, 2.000, -1.719, -0.694, -1.528, 1.783, 0.135, 2.234, -1.279, -1.892, -1.891, 0.634, -0.317, 0.501, 0.345, 0.496, 0.487, 0.414, 0.458, 0.352, 0.424, 0.555, -0.274, 0.472, 0.673, -0.302, -0.059, 0.580, 0.631, -0.999, -0.737, -0.192, -0.152, 0.358, 0.207, 0.352, -0.332, 0.221, 0.430, -0.688, 0.112, -0.230, 0.016, 0.025, 0.102, 0.231, 0.423, -0.756, 0.398, -0.252, -0.248, -0.406, 0.290, 0.208, -1.709, 0.964, -1.548, 1.220, 0.190, 0.462, 0.261, 0.161, 0.540, -0.060, 0.453, -0.738, -0.862, 1.684, -1.575, -0.545, 0.079, 0.371, 0.318, -0.692, 0.376, 0.359, 0.366, 0.112, -1.626, 1.671, -0.372, -0.564, 0.285, 0.509, 0.409, -1.061, 0.630, 0.181, -0.476, 0.238]
}